w.
Entry from the Open Molecules 2025 dataset: a cluster of 2 separate species, C3H11NO3 in total (wB97M-V/def2-TZVPD).

The calculation puts the gap between HOMO and LUMO at 9.414 eV. As for the structure (SMILES): C[C@H](O)CN.OO. The value obtained for the LUMO energy is 0.0306 Eh. Its HOMO energy is -8.58 eV.

Positions of all 18 atoms, in Å:
C1 -1.633 0.268 -1.017
C2 -0.783 -0.243 0.145
O1 -1.405 -0.148 1.425
C3 0.496 1.058 0.389
N1 1.356 0.766 1.438
H1 -2.586 -0.263 -1.064
H2 -1.849 1.333 -0.923
H3 -1.102 0.103 -1.954
H4 -0.762 -1.331 -0.011
H5 -2.268 0.279 1.421
H6 -0.139 1.917 0.605
H7 1.012 1.088 -0.566
H8 2.056 0.070 1.193
H9 0.870 0.509 2.290
O2 2.056 -0.921 -1.339
O3 1.676 -1.724 -0.198
H10 2.204 -1.598 -2.010
H11 0.798 -1.163 0.178



x.
Entry from the Open Molecules 2025 dataset: a cluster of 3 separate species, C3H11NO3 in total (wB97M-V/def2-TZVPD).

The calculation puts the gap between HOMO and LUMO at 9.647 eV. As for the structure (SMILES): CNC(C)=O.O.O. The value obtained for the LUMO energy is 0.0114 Eh. Its HOMO energy is -9.34 eV.

Positions of all 18 atoms, in Å:
C1 0.648 -0.003 1.748
N1 1.608 0.042 0.577
C2 1.642 -0.714 -0.585
C3 0.331 -1.553 -0.712
O1 2.454 -0.749 -1.521
H1 0.909 0.886 2.453
H2 -0.469 -0.022 1.544
H3 0.830 -0.919 2.414
H4 2.319 0.710 0.519
H5 0.370 -2.040 -1.759
H6 -0.579 -0.988 -0.597
H7 0.355 -2.447 0.073
O2 -2.475 0.150 -0.995
H8 -2.366 0.021 -1.908
H9 -3.358 0.705 -0.976
O3 -0.539 2.195 -0.452
H10 -0.192 2.536 0.402
H11 -1.488 2.190 -0.223



y.
Entry from the Open Molecules 2025 dataset: a cluster of 3 separate species, C3H11NO3 in total (wB97M-V/def2-TZVPD).

The calculation puts the gap between HOMO and LUMO at 10.063 eV. As for the structure (SMILES): CN(C)C=O.O.O. The value obtained for the LUMO energy is 0.0216 Eh. Its HOMO energy is -9.48 eV.

Positions of all 18 atoms, in Å:
C1 -1.008 -1.024 3.087
N1 -0.897 -0.748 1.599
C2 -1.070 -1.939 0.693
C3 -0.843 0.486 1.119
O1 -1.237 1.565 1.552
H1 -2.025 -1.391 3.384
H2 -1.062 -0.109 3.752
H3 -0.318 -1.772 3.588
H4 -0.432 -2.759 1.051
H5 -0.630 -1.589 -0.338
H6 -2.133 -2.270 0.728
H7 -0.394 0.303 0.118
O2 -0.215 2.753 -5.794
H8 0.078 1.828 -5.835
H9 0.673 3.305 -5.862
O3 3.722 0.778 -1.008
H10 4.582 1.065 -0.679
H11 3.210 1.517 -1.155



Tell me which of them is the most stable. Sure, it is x.